Record 1
ORCA calculation (wB97M-V/def2-TZVPD) on a 5-piece molecular cluster, C16H44IN4O4 overall in a non-equilibrium geometry.

Structure (XYZ):
```
69
C16H44IN4O4, DFT wB97M-V/def2-TZVPD
I -0.87111 0.28613 -0.05454
C -1.15236 0.20072 5.67408
C -0.69735 0.24450 4.23203
C 0.78533 -0.03286 4.10091
O 1.61676 0.89097 4.78598
C 1.82880 2.06412 4.07568
N -1.51730 -0.65668 3.39352
H -0.74741 1.03215 6.25966
H -0.76511 -0.70009 6.17167
H -2.23629 0.20192 5.75059
H -0.81808 1.26775 3.85830
H 1.02157 -0.10614 3.02661
H 1.04178 -1.02622 4.49945
H 2.43031 2.73719 4.68825
H 0.90298 2.58000 3.79282
H 2.38258 1.89123 3.13802
H -1.18352 -0.56306 2.42238
H -1.29722 -1.62565 3.64214
C 1.06185 -1.61080 -4.99137
C 0.26175 -0.70106 -4.11019
C -0.49759 0.32274 -4.94225
O -1.39604 -0.30605 -5.81998
C -1.90424 0.58854 -6.77891
N -0.72186 -1.50254 -3.32015
H 1.68154 -2.27609 -4.37593
H 1.75880 -1.08454 -5.65349
H 0.42833 -2.23467 -5.62229
H 0.93859 -0.11742 -3.47357
H 0.19436 0.97420 -5.50199
H -1.04526 0.98228 -4.24526
H -2.56650 1.32268 -6.30109
H -2.46042 -0.00063 -7.50266
H -1.08529 1.12438 -7.27722
H -0.71895 -1.03563 -2.39519
H -0.18153 -2.33941 -3.06677
C 3.35189 2.30696 0.12647
C 2.21292 3.29475 -0.10624
C 2.76283 4.69487 -0.30161
O 1.86560 5.58356 -0.92510
C 1.91817 5.60717 -2.34362
N 1.44213 2.86988 -1.30525
H 3.12910 1.28075 -0.16207
H 3.80235 2.36088 1.11774
H 4.15472 2.56635 -0.58951
H 1.56861 3.29380 0.78654
H 3.76008 4.67742 -0.77266
H 2.97715 5.13116 0.68577
H 2.10434 6.63383 -2.67810
H 0.95624 5.29497 -2.75750
H 2.69128 4.94065 -2.72113
H 0.59389 3.44042 -1.27470
H 1.07646 1.94215 -1.06681
C -3.58555 -4.82227 0.98513
C -2.95709 -3.44056 1.02056
C -1.56116 -3.48785 1.60607
O -1.58383 -3.78862 2.98982
C -0.37099 -4.30035 3.43851
N -2.95788 -2.84784 -0.32589
H -3.31048 -5.33085 0.04924
H -4.67557 -4.78355 0.95649
H -3.24741 -5.44044 1.81632
H -3.56465 -2.81116 1.68107
H -1.05441 -2.53038 1.39681
H -0.95054 -4.22565 1.04630
H 0.46910 -3.62600 3.25914
H -0.19443 -5.29765 3.00541
H -0.45729 -4.47763 4.51665
H -2.44793 -3.49926 -0.92467
H -2.38954 -2.00149 -0.30839
```

Properties
electronic energy = -39557.695 eV
Kohn-Sham gap = 7.712 eV
max |F| = 1.9 eV/A
relative energy (zero: lowest compared OMol25 entry of this formula, charge and spin) = 4.2 kcal/mol
net charge = -1

Record 2
ORCA calculation (wB97M-V/def2-TZVPD) on a 9-piece molecular cluster, C34H49FO27 overall in a non-equilibrium geometry.

Structure (XYZ):
```
111
C34H49FO27, DFT wB97M-V/def2-TZVPD
O -5.96601 3.46909 -0.30347
C -4.88385 3.65945 0.10950
O -3.73980 3.75103 -0.62668
C -2.64418 3.46699 0.24540
C -3.20460 3.65822 1.66922
F -2.53648 4.69907 2.24680
O -4.58589 3.73834 1.44935
H -2.46917 2.39674 0.13136
H -1.79275 4.09994 0.02348
H -2.99298 2.76449 2.24992
C -3.12095 5.99633 -2.53736
C -2.43759 5.19694 -3.59915
C -1.00110 5.61050 -3.94806
O -0.24568 4.41502 -3.92710
C -0.98422 3.41245 -3.43586
O -0.64432 2.30688 -3.17461
O -2.24867 3.81820 -3.18788
H -2.56548 6.35965 -1.66164
H -4.04019 5.58301 -2.14281
H -3.19699 7.00914 -2.96506
H -3.03236 5.08348 -4.50616
H -0.68195 6.38868 -3.25605
H -1.06826 5.99517 -4.96472
C 2.47156 7.33032 -1.66066
C 2.21532 6.33940 -0.52786
C 0.84713 6.49689 0.19338
O 0.42234 5.15269 0.31721
C 1.27225 4.30690 -0.29687
O 1.23478 3.13062 -0.22982
O 2.08706 5.02602 -1.13081
H 3.11136 6.97687 -2.46491
H 3.02826 8.18337 -1.25886
H 1.51819 7.72455 -2.01016
H 3.10834 6.27699 0.09270
H 0.13864 7.09067 -0.38191
H 1.02008 7.03334 1.12502
C 3.37166 -3.75692 1.75233
C 3.35385 -4.85800 0.69747
C 4.44719 -5.92516 0.90271
O 3.69146 -7.12829 0.85987
C 2.37327 -6.89683 0.95011
O 1.52614 -7.69196 1.20870
O 2.12206 -5.59725 0.68549
H 4.22048 -3.07324 1.62686
H 3.57930 -4.13464 2.75358
H 2.52535 -3.09538 1.58705
H 3.26565 -4.48863 -0.32527
H 4.86410 -5.83639 1.90544
H 5.18362 -5.80837 0.11236
C -5.48037 -2.51768 3.90992
C -5.28525 -1.00607 3.77150
C -3.79888 -0.61571 4.07057
O -3.21400 -0.71569 2.81065
C -4.07095 -0.79203 1.82151
O -3.89167 -0.89322 0.64924
O -5.34894 -0.70467 2.37622
H -5.10855 -2.85985 4.88001
H -4.70983 -3.02055 3.31201
H -6.45902 -2.81470 3.55040
H -5.95872 -0.44535 4.41343
H -3.35190 -1.26167 4.82159
H -3.77652 0.43049 4.38500
C -1.05566 -3.94154 2.52706
C -1.90584 -4.86383 1.68950
C -1.57004 -6.31270 1.80403
O -2.69018 -6.88301 2.50141
C -3.69643 -5.97917 2.44018
O -4.81996 -6.27402 2.66261
O -3.25912 -4.72502 2.15397
H -1.48359 -2.95034 2.70835
H -0.02411 -3.84828 2.18696
H -1.04321 -4.26829 3.57671
H -1.85006 -4.49047 0.66283
H -0.64158 -6.50939 2.34280
H -1.38034 -6.80388 0.84751
C -0.78947 0.52541 -0.53824
C -0.31136 -0.14733 0.71383
C 1.19896 -0.42625 0.87323
O 1.59594 0.44452 1.92327
C 0.54193 1.18526 2.35294
O 0.66791 2.13141 3.06631
O -0.55749 0.88157 1.68543
H -1.77604 0.16317 -0.83283
H -0.10885 0.22041 -1.34201
H -0.82251 1.60738 -0.53126
H -0.94936 -0.99583 0.96995
H 1.75846 -0.29662 -0.05383
H 1.42566 -1.44281 1.20320
C 7.13056 0.50348 -2.57021
C 5.97564 0.50664 -1.56902
C 4.61150 0.98312 -2.10708
O 3.66084 -0.01546 -1.65917
C 4.34644 -1.15409 -1.46244
O 3.95502 -2.26245 -1.24360
O 5.64548 -0.84806 -1.25677
H 7.70071 1.42400 -2.64805
H 6.82182 0.13466 -3.54761
H 7.77390 -0.27067 -2.14329
H 6.27909 1.05953 -0.68051
H 4.53972 0.91944 -3.19594
H 4.16388 1.91489 -1.76839
O -0.16029 -6.34968 -3.02915
C 0.10168 -5.20887 -2.84057
O 0.20697 -4.30192 -3.86831
C 0.30714 -2.99919 -3.32655
C 0.79426 -3.27512 -1.91531
O 0.29403 -4.59899 -1.66695
H 1.13941 -2.51204 -3.84319
H -0.49856 -2.26474 -3.37454
H 0.41134 -2.60508 -1.14639
H 1.88432 -3.21942 -1.87448
```

Properties
electronic energy = -94052.545 eV
Kohn-Sham gap = 10.514 eV
max |F| = 3.1 eV/A
relative energy (zero: lowest compared OMol25 entry of this formula, charge and spin) = 0.0 kcal/mol
structure (SMILES) = O=C1OC[C@@H](F)O1.C[C@H]1COC(=O)O1.C[C@H]1COC(=O)O1.C[C@H]1COC(=O)O1.C[C@H]1COC(=O)O1.C[C@H]1COC(=O)O1.C[C@H]1COC(=O)O1.C[C@H]1COC(=O)O1.O=C1OCCO1
net charge = 0

Record 3
ORCA calculation (wB97M-V/def2-TZVPD) on an isolated ion of composition C3H11NP and charge +1 in a non-equilibrium geometry.

Structure (XYZ):
```
16
C3H11NP, DFT wB97M-V/def2-TZVPD
C 1.30842 -0.98665 0.24182
N 0.24369 0.00577 0.46566
C 0.84679 1.35093 0.82438
C -0.74068 0.20499 -0.56626
P -2.54217 -0.26538 0.09516
H 1.51293 -1.25256 -0.82104
H 2.26890 -0.74164 0.71678
H 1.01928 -1.97314 0.79907
H -0.20969 -0.44138 1.37464
H 0.17829 1.89118 1.43952
H 1.79818 1.39993 1.32027
H 1.09438 1.95375 -0.10565
H -0.51747 -0.28979 -1.50173
H -0.73256 1.18128 -1.03679
H -3.09624 0.99998 0.15590
H -3.20751 -0.63646 -1.06817
```

Properties
electronic energy = -14059.635 eV
Kohn-Sham gap = 10.573 eV
max |F| = 3.8 eV/A
relative energy (zero: lowest compared OMol25 entry of this formula, charge and spin) = 83.3 kcal/mol
structure (SMILES) = C[NH+](C)CP
net charge = +1

Record 4
ORCA calculation (wB97M-V/def2-TZVPD) on a 2-piece molecular cluster, C3H2BrClFO2 overall in a non-equilibrium geometry.

Structure (XYZ):
```
10
C3H2BrClFO2, DFT wB97M-V/def2-TZVPD
C -2.43059 1.25035 0.57033
C 1.50264 -0.28693 0.02421
C 0.12460 -0.54024 -0.54294
O -2.05088 1.15086 1.64544
O -2.86704 1.41180 -0.47566
F 0.32098 -0.83552 -1.92458
Cl 1.90386 1.46321 -0.20282
Br -0.35718 -2.35904 0.25877
H 2.33745 -0.81729 -0.45397
H 1.51614 -0.43720 1.10122
```

Properties
electronic energy = -92521.738 eV
Kohn-Sham gap = 6.471 eV
max |F| = 1.8 eV/A
relative energy (zero: lowest compared OMol25 entry of this formula, charge and spin) = 17.1 kcal/mol
net charge = -1

Record 5
ORCA calculation (wB97M-V/def2-TZVPD) on a 14-piece molecular cluster, C6H42N2O13 overall in a non-equilibrium geometry.

Structure (XYZ):
```
63
C6H42N2O13, DFT wB97M-V/def2-TZVPD
C 0.69625 3.04922 2.62012
C 1.29791 1.81244 2.01428
C 0.85469 1.58780 0.57852
C -0.25978 0.57778 0.40037
C 0.32295 -0.90751 0.34067
N 1.24380 -0.95722 -0.83757
C 1.62994 -2.22499 -1.41568
N 0.61699 -3.20529 -1.79169
H 1.23070 3.91652 2.16817
H -0.43119 3.26128 2.58893
H 0.80151 3.06586 3.75778
H 2.38514 1.86613 2.08107
H 1.18772 0.92405 2.61760
H 1.62009 1.22717 -0.07329
H 0.34566 2.57770 0.24532
H -1.05779 0.44984 1.17920
H -0.83345 0.84163 -0.47967
H -0.38621 -1.74225 0.31525
H 0.86333 -0.87672 1.32201
H 0.84211 -0.28569 -1.47197
H 2.09154 -1.92274 -2.38399
H 2.26866 -2.82665 -0.71933
H 0.24261 -3.73962 -1.03192
H -0.06393 -2.83358 -2.44577
H -0.43054 -2.14882 3.25453
H -1.28044 -2.80195 2.17933
O -1.30594 -2.09213 2.84963
H 3.47554 1.42868 -0.31473
H 4.55450 2.41236 -0.41880
O 3.71369 2.29922 0.04393
H 0.46387 1.81033 -5.04711
H 1.06780 0.33982 -4.56039
O 0.47468 0.85109 -5.10510
H -3.57155 2.58777 2.20812
H -3.42381 1.39454 1.41412
O -3.34722 2.35499 1.29466
H -3.25252 -3.63430 -1.78166
H -3.04935 -2.19431 -1.09750
O -2.72212 -3.11323 -1.17665
H 0.87664 2.21668 -2.86355
H 1.41788 3.32829 -2.21158
O 1.69912 2.72715 -2.92067
H 2.04134 -0.48724 2.98073
H 3.00430 -1.54495 2.44264
O 2.19026 -1.43880 2.95280
H -1.87786 3.35260 -1.23522
H -0.94912 4.65181 -1.23210
O -0.99565 3.70592 -1.37338
H 4.47205 -0.99893 1.19935
H 3.25471 -1.75668 0.27820
O 4.04824 -1.76889 0.81420
H -2.73147 -0.13448 -1.11749
H -3.43408 -0.55232 0.27474
O -3.50177 -0.54385 -0.71251
H -4.05901 -1.29806 2.06618
H -2.54227 -1.19793 2.06120
O -3.35604 -0.67059 1.85884
H -1.77314 -4.77203 0.98044
H -1.77774 -3.55611 0.14578
O -1.19274 -4.01463 0.80857
H -1.70296 0.02231 -3.17654
H -0.53381 0.88191 -2.78290
O -1.45273 0.71958 -2.55851
```

Properties
electronic energy = -36500.540 eV
Kohn-Sham gap = 8.863 eV
max |F| = 3.0 eV/A
relative energy (zero: lowest compared OMol25 entry of this formula, charge and spin) = 75.0 kcal/mol
net charge = 0

Record 6
ORCA calculation (wB97M-V/def2-TZVPD) on a 10-piece molecular cluster, C26H46Cl14O9 overall in a non-equilibrium geometry.

Structure (XYZ):
```
95
C26H46Cl14O9, DFT wB97M-V/def2-TZVPD
C -4.76413 -0.69232 1.22123
C -5.72056 0.04881 2.15396
C -7.18125 0.15647 1.63592
O -7.75702 -0.98335 2.30401
C -6.97448 -1.46552 3.25341
O -7.07828 -2.44704 3.90321
O -5.85026 -0.67359 3.33570
H -4.58378 -0.18992 0.26874
H -4.97226 -1.74000 0.98231
H -3.76394 -0.78423 1.65366
H -5.35332 1.07756 2.16365
H -7.27611 0.06312 0.55994
H -7.68658 1.02070 2.06282
C 1.97010 -0.26640 -2.02558
C 1.65577 -0.14676 -0.52394
C 1.61813 1.29485 -0.00667
O 0.58334 1.18796 0.98721
C -0.15536 0.09692 0.78379
O -1.17339 -0.13402 1.36605
O 0.37695 -0.67502 -0.18559
H 1.41474 0.51532 -2.54835
H 1.52612 -1.21042 -2.33399
H 3.02602 -0.12248 -2.22479
H 2.37638 -0.69610 0.09317
H 1.31152 2.02029 -0.76666
H 2.48371 1.71158 0.49881
C 0.37473 -3.52283 1.37707
C 1.07940 -4.66544 2.07692
C 0.22606 -5.38883 3.13326
O 0.24922 -6.77369 2.72684
C 0.91155 -6.89700 1.55616
O 1.10308 -7.92987 0.98794
O 1.36690 -5.70946 1.15310
H 0.02677 -2.73830 2.04377
H -0.39573 -3.88821 0.69706
H 1.11726 -3.12467 0.67812
H 2.03910 -4.37319 2.50751
H -0.80572 -5.04998 3.16649
H 0.75863 -5.36100 4.08195
Cl 4.93491 1.91686 -2.68959
C 5.50977 0.35908 -2.11317
C 6.24968 -0.51779 -3.12869
Cl 7.60384 0.30890 -3.92479
H 4.68641 -0.20386 -1.67716
H 6.19084 0.60324 -1.30914
H 5.48803 -0.82523 -3.84814
H 6.64373 -1.43405 -2.69752
Cl -4.80994 2.35127 -3.46720
C -4.42386 0.87727 -2.52951
C -3.10041 1.07354 -1.81145
Cl -2.08890 -0.40431 -1.90321
H -4.47635 0.05514 -3.23558
H -5.27624 0.82432 -1.85573
H -3.28094 1.31615 -0.76675
H -2.47538 1.83899 -2.25850
Cl 3.11144 -1.61768 -4.78347
C 2.56697 -0.08332 -5.44691
C 1.20994 -0.23386 -6.15933
Cl 1.10217 -1.62798 -7.26896
H 3.26702 0.23422 -6.21554
H 2.40560 0.66965 -4.67851
H 0.97924 0.57519 -6.85228
H 0.36617 -0.27688 -5.47195
Cl 2.21546 4.91875 -2.71127
C 2.19309 4.07238 -4.29543
C 0.78780 3.71075 -4.73666
Cl 0.01942 2.60816 -3.52971
H 2.95921 3.30288 -4.22051
H 2.62196 4.80842 -4.97753
H 0.80629 3.16959 -5.67821
H 0.27760 4.66521 -4.83422
Cl 4.94903 3.07221 0.64717
C 5.86288 2.76023 2.16722
C 7.17847 2.02590 1.95971
Cl 6.81617 0.33783 1.57234
H 5.18705 2.14799 2.76073
H 5.85078 3.76675 2.57812
H 7.72038 2.13006 2.90024
H 7.79690 2.47679 1.18827
Cl -1.97581 3.72340 0.72850
C -1.29254 3.50666 2.34853
C -2.14772 2.54901 3.15570
Cl -3.66199 3.36410 3.68863
H -1.10383 4.46235 2.83381
H -0.29306 3.07618 2.27187
H -1.71304 2.20771 4.09081
H -2.44475 1.71911 2.52137
Cl -2.79161 -3.50975 4.93376
C -3.19375 -1.92163 4.26777
C -3.72094 -0.96818 5.33376
Cl -2.43035 -0.47478 6.43962
H -3.95087 -2.10868 3.51280
H -2.34825 -1.53066 3.70172
H -4.62368 -1.36094 5.79570
H -4.03740 -0.03062 4.88027
```

Properties
electronic energy = -221451.233 eV
Kohn-Sham gap = 10.514 eV
max |F| = 2.9 eV/A
relative energy (zero: lowest compared OMol25 entry of this formula, charge and spin) = 16.7 kcal/mol
structure (SMILES) = C[C@H]1COC(=O)O1.C[C@H]1COC(=O)O1.C[C@H]1COC(=O)O1.ClCCCl.ClCCCl.ClCCCl.ClCCCl.ClCCCl.ClCCCl.ClCCCl
net charge = 0

Q: Look up the max |F| of the third one.
A: 3.8 eV/A